DFT (the ωB97M-V functional and the def2-TZVPD basis) results for a cluster of 21 separate species, C84H147N21 in total.

Structure (XYZ):
```
252
Properties=species:S:1:pos:R:3:forces:R:3:lowdin_charge:R:1
N -23.900097 -23.428999 14.686396 0.3117 0.1820 -0.7491 0.14
H -26.599361 -19.635583 15.621565 -0.2564 0.4283 -0.4980 0.08
H -17.407860 -21.281234 15.559990 0.5773 0.1663 -0.0625 0.07
C -20.574660 -8.126959 13.291857 -0.7869 0.6883 1.4029 -0.22
H -25.143018 -7.806105 14.302076 -0.3066 -0.9537 0.0997 0.03
C -23.747906 -7.687891 7.900396 0.8943 -5.1173 0.1416 -0.21
H -18.598736 -7.092589 16.564362 -0.8657 0.7107 0.7380 0.05
H -25.137193 -13.127280 18.543337 -0.1427 0.3688 0.2103 0.07
C -21.402688 -18.844568 18.308139 0.7443 0.1513 0.0874 -0.08
N -23.926681 -14.840062 17.149730 -1.2976 -0.8742 0.1815 0.21
H -20.854922 -13.994904 23.429114 -0.3069 -0.3662 -0.0511 0.10
H -27.085999 -11.214768 12.347307 0.4964 0.0857 0.8556 0.12
H -24.079598 -15.599631 21.216390 0.2405 -0.2332 1.0052 0.10
N -21.156639 -11.806852 10.265137 1.7850 -0.0501 -0.0068 0.19
C -25.814571 -17.262890 19.891225 -1.1064 0.9650 -1.3716 -0.11
H -21.725625 -18.066786 19.043941 0.1765 -0.5568 -0.9412 0.06
H -24.844806 -11.619062 17.794658 -0.5327 0.0846 -0.1284 0.11
H -15.931634 -22.225225 15.367858 0.1721 -1.0979 0.3065 0.06
N -18.412402 -14.257606 21.757113 0.0789 -0.2844 -0.0121 0.16
H -24.815457 -12.319750 13.009546 0.0388 0.1040 -0.1666 0.03
C -18.892306 -9.690309 20.654951 -0.7427 1.7763 0.1615 -0.11
C -25.147428 -11.437403 19.850422 -1.1238 1.2644 0.2551 -0.20
C -24.354969 -17.105045 19.595898 1.9822 -0.7054 -0.4654 -0.27
H -18.921607 -17.989201 16.879109 -0.1094 -0.1144 0.1789 0.11
H -27.788832 -12.006632 13.761997 1.0059 0.0077 -0.6735 0.12
H -20.648401 -16.627848 9.925211 -0.2484 0.2776 0.3527 0.06
C -21.773584 -15.347069 11.394959 0.6631 1.4421 0.2400 -0.25
C -18.509391 -12.536246 12.139342 0.2740 -1.2849 0.3486 -0.12
H -27.580331 -16.719497 13.549762 -0.5357 0.2257 0.2557 0.08
C -22.363774 -9.648779 12.810598 -1.0670 -0.2685 0.4924 -0.22
C -19.644834 -11.530070 19.040283 1.2453 0.2426 -0.2375 -0.19
C -19.862846 -17.450934 16.728734 0.4324 0.4223 0.0674 -0.17
C -23.028607 -20.717108 12.739662 -1.3997 -0.0170 -0.2206 -0.25
H -23.421539 -6.527680 10.846243 -0.1134 0.2212 0.1820 0.05
N -19.720786 -16.407158 14.324578 -0.1052 -0.8240 2.5113 0.19
H -24.361703 -14.969083 19.660227 0.7883 -0.6061 0.4682 0.10
H -20.311471 -7.789950 15.498838 -0.2062 -0.4735 -1.0716 0.08
H -24.084568 -11.466123 20.042616 0.3006 -0.3371 0.0181 0.05
C -17.105899 -14.262700 18.628627 -1.5929 0.9932 -1.9474 -0.31
H -18.118106 -11.724063 20.586732 0.5272 0.0916 -0.4104 0.08
N -22.284622 -12.294924 21.228245 0.3702 -0.3820 0.9850 0.20
H -16.654857 -13.762412 12.077821 -0.4728 0.4101 0.3811 0.10
H -16.667653 -9.548656 11.063640 0.4769 0.4148 -0.1829 0.09
C -26.052083 -5.845512 14.171381 0.8434 0.3850 -0.9849 -0.26
C -17.497148 -17.945519 11.358625 1.2056 -0.4527 -0.3412 -0.28
N -24.582584 -16.985183 14.578576 -1.1669 0.3486 0.7115 0.19
C -25.552669 -20.398019 17.283223 1.0867 0.3872 -0.3932 -0.10
C -27.104835 -6.069442 13.126729 -0.9173 -0.1556 -0.5076 -0.19
C -21.801849 -12.522008 15.570030 -0.7146 1.1551 0.1092 -0.25
C -17.189790 -9.603183 14.712109 -0.4651 0.3870 1.9495 -0.21
H -22.142873 -19.616132 18.170232 -0.6132 -0.1253 0.3340 0.06
H -18.729132 -15.646708 18.886170 0.0142 0.2033 0.4951 0.07
C -23.691691 -12.883469 7.680748 -1.8430 -0.5077 -0.4302 -0.10
H -21.601305 -8.870611 15.136243 -0.3970 -0.1744 -0.3379 0.06
H -19.953200 -9.389921 14.898889 0.2161 -0.5527 0.0748 0.04
C -22.567560 -16.503409 12.002737 0.1350 0.9712 -0.0015 -0.21
H -19.145640 -13.415695 12.100330 -0.6954 0.1751 -0.2273 0.06
C -28.468824 -20.435858 17.480475 -1.0556 0.6691 1.0347 -0.25
C -26.803869 -11.613825 13.353325 -2.9553 0.4038 0.8760 -0.26
C -19.041525 -18.992430 12.902512 -0.7141 -1.5281 3.8897 -0.20
H -26.102271 -13.437040 12.390685 0.5222 1.0011 1.6036 0.12
N -19.154045 -19.415537 13.998021 0.3836 1.0227 -3.4304 0.19
H -15.964324 -12.737918 19.864346 -0.5280 -0.6880 -0.3078 0.08
C -27.564130 -9.818864 14.984906 -1.7699 0.6390 0.4143 -0.23
H -22.664017 -11.831904 15.554636 0.2714 -0.0812 0.0576 0.10
H -18.596408 -9.361497 21.653957 0.6644 -0.5933 -0.0343 0.08
C -22.538135 -5.974508 8.970594 1.1511 1.0601 -0.9019 -0.26
H -29.244694 -16.083278 13.922706 0.4608 -0.0456 0.2524 0.08
H -24.496148 -6.844222 12.962337 0.0545 -0.0154 -0.1891 0.04
C -17.100045 -16.648272 11.980469 -1.0991 1.1366 1.1525 -0.11
H -26.023444 -19.908961 18.139648 -0.0167 0.3088 -0.3568 0.06
C -26.570236 -16.672550 16.215853 -0.7925 1.4382 0.2534 -0.19
C -19.779997 -16.867422 15.401349 0.0055 1.0463 -3.0252 -0.19
C -25.805739 -12.712066 13.249884 0.5268 -1.2203 -1.7744 -0.14
C -16.758752 -7.984106 16.516207 0.6345 0.7249 0.5012 -0.23
H -20.893319 -11.865770 15.622982 -0.7246 -0.7880 -0.4002 0.08
H -20.784896 -12.015673 24.557982 -0.9310 0.1497 0.2167 0.12
H -17.859973 -15.858801 11.774277 0.4968 -0.3855 -0.2963 0.07
N -18.534121 -12.223860 16.002194 0.3925 -0.5144 -1.1915 0.20
N -21.596947 -9.936155 18.444413 -0.6892 0.6652 -0.3418 0.17
H -22.369413 -22.654626 11.900069 -0.3377 0.0930 0.4356 0.12
C -16.314421 -21.303484 15.736639 -0.1559 1.2031 0.0578 -0.09
H -24.608824 -19.900995 16.984274 -0.5803 0.2319 0.2481 0.07
H -24.060488 -13.891963 9.490202 -0.0983 0.0358 0.3270 0.09
H -17.210418 -16.739878 13.090910 0.8810 0.2176 -0.6687 0.06
H -26.993082 -12.688412 17.137559 -0.1720 -0.2199 -0.3410 0.06
H -20.054591 -12.536698 19.094881 -0.0721 -0.1154 0.0777 0.09
H -18.325846 -9.541966 10.951268 -1.1650 -0.4988 0.5747 0.06
H -25.383425 -12.812323 9.163998 -0.1235 -0.0165 -0.5859 0.11
C -23.308240 -22.952335 13.816164 -0.5488 -0.0516 0.6737 -0.23
H -23.708948 -5.744244 7.119415 -0.1004 0.0539 0.2013 0.12
H -17.973615 -6.888371 15.037106 0.4647 0.0782 -0.5437 0.06
C -21.070152 -15.612450 10.051576 0.4040 -0.6702 0.1882 -0.09
N -23.569330 -8.860102 7.968524 -0.9058 4.0810 -0.5081 0.16
H -21.847509 -12.685545 17.783433 0.1897 -0.0558 -0.6860 0.10
H -14.482737 -20.174992 15.250200 -0.4196 -0.5229 -0.1275 0.12
H -24.090399 -6.447275 14.690303 -0.5902 -0.7981 -1.1011 0.10
N -26.235496 -6.013348 10.636685 0.3284 0.1874 -0.6149 0.16
H -25.864270 -11.071917 15.187273 -0.0824 0.6881 -0.1110 0.11
C -22.956314 -11.537920 24.819529 -0.1344 -0.3958 0.3643 -0.10
H -26.454555 -5.949679 15.160685 -0.4200 -0.2074 0.4288 0.11
H -16.137906 -21.136367 16.813625 -0.0493 -0.4743 -0.4137 0.08
H -22.680424 -14.252590 23.694194 0.9476 0.5481 -0.5206 0.14
H -17.983761 -14.562125 14.000737 -0.6652 -0.1138 0.0074 0.06
H -17.314016 -17.828570 10.308783 -0.0328 -0.3293 -0.7666 0.11
H -24.171188 -11.918027 11.032086 0.2302 0.1524 -0.0042 0.08
H -15.456572 -18.095177 14.572338 -0.6875 -0.6794 0.7838 0.13
C -18.957077 -8.811177 8.482888 0.0624 -0.7449 0.1431 -0.09
C -25.520177 -12.088715 18.529020 1.4270 -1.2676 -0.4583 -0.27
N -15.981741 -17.967380 17.675504 -0.3838 -0.2723 -1.3900 0.15
H -19.614273 -17.641882 11.428733 -0.0160 -0.0439 0.2094 0.09
H -15.774902 -7.776248 16.069342 -0.1449 -0.7240 0.0086 0.11
H -21.064799 -9.042292 11.357117 0.3578 -0.0654 -0.1302 0.09
H -19.453005 -7.894997 8.785605 0.2940 0.2813 0.5315 0.06
H -17.246416 -10.108559 8.737751 -0.1986 0.0560 0.1335 0.11
H -21.231119 -7.222938 13.208901 0.7050 -0.6786 -0.4629 0.12
H -16.933586 -14.851004 17.734906 0.9925 -0.0335 -0.3896 0.10
C -21.916458 -13.446088 14.365999 0.4157 0.1528 -0.0677 -0.10
H -28.415221 -15.619539 16.300988 -0.7546 0.0318 0.5774 0.09
H -28.390000 -21.353438 15.584843 0.0054 0.0616 0.6518 0.13
H -23.838455 -17.999839 20.005651 -0.0601 0.6033 0.0982 0.11
C -24.889808 -6.831511 13.969299 1.2001 2.3949 1.8913 -0.09
H -24.131025 -20.714246 12.501729 1.1225 -0.2047 -0.1354 0.13
H -22.465811 -7.801880 10.172781 0.0076 0.0651 -0.3767 0.05
C -17.556066 -9.105159 9.054085 -0.2973 -0.1495 -0.0946 -0.24
C -17.599936 -7.606073 11.042583 0.3486 0.6478 0.3144 -0.22
H -24.085049 -17.178984 18.496345 -0.5577 0.5014 1.1036 0.10
H -21.550300 -22.108937 13.352505 0.7232 -0.0163 0.0296 0.11
H -21.813188 -19.535982 14.052436 0.0998 0.5397 0.1493 0.03
H -27.616191 -7.006745 13.352289 0.1976 -0.3784 -0.6646 0.11
H -25.643427 -13.250112 14.176720 -0.3222 -0.3170 0.2154 0.05
H -19.651840 -9.642714 8.696449 0.2640 0.2831 -0.0818 0.07
H -23.133880 -11.156737 25.824783 0.4049 -0.3200 0.2706 0.07
H -23.026515 -16.226937 12.947593 -0.1516 0.0135 -0.0172 0.07
N -24.077764 -17.544230 10.184710 -0.0235 0.2604 0.6649 0.15
H -24.672663 -6.053599 8.634561 0.0476 0.4030 -0.2663 0.09
H -20.548198 -19.357528 18.748298 0.2051 0.0367 0.0632 0.08
C -22.345867 -15.504311 19.950586 -2.0182 -0.8672 0.6890 -0.22
C -22.063922 -12.809567 22.241331 -0.5706 -0.0528 -1.1452 -0.21
C -17.860490 -15.268238 19.433591 0.6988 -1.1409 0.9334 -0.21
H -20.989895 -13.959401 16.926525 0.4650 -0.2973 0.1051 0.10
H -17.133446 -18.668961 14.867771 0.9137 -0.4385 0.0286 0.07
N -26.338259 -12.742249 21.787092 0.3942 0.8059 -0.8110 0.13
C -23.020660 -14.161883 17.042357 1.2096 0.7795 -0.7153 -0.20
H -21.729826 -15.494137 9.210250 -0.5867 0.0324 -0.2739 0.06
H -28.591184 -17.543741 14.721360 -0.4097 -0.3003 -0.2073 0.06
H -23.186320 -20.255275 14.899097 0.2079 -0.3270 -0.2368 0.07
H -20.992333 -14.045845 14.308319 -0.5228 -0.1458 -0.1782 0.05
H -23.846119 -11.922383 7.194790 0.0341 0.0169 -0.1467 0.06
H -26.189669 -16.107204 17.096414 -0.1551 -0.5260 -0.5115 0.10
H -16.591037 -12.104634 12.742346 0.5683 -0.3835 0.4749 0.07
H -16.873008 -10.285291 16.591538 0.3744 0.6554 0.3198 0.11
C -21.841110 -13.527250 23.495934 -0.7043 0.6108 0.7698 -0.17
H -19.828684 -16.579392 17.367168 -0.2434 0.1154 0.6866 0.08
H -18.357078 -9.507283 16.455521 -1.0491 0.2751 0.1259 0.07
H -25.376959 -10.343946 19.837021 -0.1445 -0.7341 0.0727 0.13
H -19.536338 -7.906100 13.107597 0.2472 0.4331 -0.5324 0.07
C -22.514564 -22.160896 12.874580 -0.0011 0.1421 0.0415 -0.19
C -17.180843 -13.023586 12.718815 0.2363 0.5723 0.5094 -0.22
H -25.206383 -21.329628 17.653875 0.1735 -1.2071 0.3956 0.07
C -21.026864 -9.279053 12.417698 -0.1057 0.1728 -0.3197 -0.19
H -22.491958 -20.280107 11.894220 -0.2215 0.0607 -0.0680 0.10
H -26.399119 -16.388129 19.518903 0.3536 -0.4527 0.1702 0.09
C -24.301701 -12.901688 9.093160 0.7690 -0.5842 0.2207 -0.24
H -16.485417 -14.112524 14.589029 0.1937 0.6556 0.0459 0.12
H -25.782957 -9.862185 13.860279 0.8723 0.9185 0.1765 0.04
C -23.777662 -15.770669 20.208331 -1.1785 0.6164 -2.5135 -0.16
C -19.017003 -11.147203 20.408919 -0.5240 -1.6421 0.1743 -0.26
C -18.174102 -14.785230 20.762902 -0.8333 0.6965 0.3563 -0.23
H -16.122979 -16.320194 11.569284 -0.4734 -0.1556 0.8078 0.09
H -24.139653 -13.702252 7.057260 0.0255 0.8535 0.4822 0.09
H -19.682425 -11.631293 21.128745 -0.1237 0.4733 0.2079 0.08
H -21.835198 -17.244777 12.223485 0.4610 -0.9572 0.3678 0.08
H -15.575632 -20.406464 13.895143 -0.0917 -0.1342 -0.5816 0.09
C -23.745855 -6.256953 8.082795 -0.4567 -0.0363 0.4030 -0.19
H -21.635838 -6.412839 10.854411 -0.4307 -0.0317 -0.1328 0.08
H -22.753016 -10.663401 24.257888 -0.0354 0.8508 -0.9159 0.05
H -21.664946 -13.118141 25.554759 -0.0633 -0.2982 0.5886 0.09
H -27.547497 -22.197201 16.897294 -0.2585 -0.1185 0.1352 0.13
H -25.788208 -4.782040 14.074209 0.6128 -0.3461 0.1473 0.12
C -23.515277 -17.076526 11.077812 -0.2899 -0.5370 -1.2112 -0.24
C -16.068932 -18.822569 15.196616 -0.7990 1.9057 -1.2628 -0.23
H -17.164637 -16.112488 19.593809 -0.3698 0.0107 -0.1643 0.12
H -27.257846 -14.841500 15.279396 -0.3435 -0.7769 -0.0490 0.10
H -22.431786 -4.880891 9.125535 -0.3456 -0.5286 0.0796 0.12
C -16.067129 -18.320238 16.572216 0.8354 -0.0821 1.4397 -0.23
H -15.214058 -13.304979 18.355040 -0.6315 0.0360 0.4486 0.08
N -17.664073 -6.491054 11.366759 -0.0207 -1.6730 -0.4655 0.14
C -26.969206 -12.158439 18.077977 1.3454 0.6441 -0.2260 -0.08
C -15.895069 -13.611759 19.185851 2.9090 -0.7926 0.2856 -0.10
N -29.034614 -19.833340 18.284769 0.3914 -0.1806 -0.4386 0.16
C -22.857024 -19.801209 13.951865 -0.6520 -0.7874 0.1858 -0.11
H -24.064106 -10.850515 9.587188 0.1637 0.0876 0.3360 0.09
C -23.757707 -11.804686 10.029855 0.3988 -0.2757 -1.1593 -0.17
H -26.951751 -17.636992 16.523673 -0.0052 -0.2857 0.1738 0.10
C -27.699492 -15.837550 15.542417 0.8134 0.7030 -0.6698 -0.24
C -21.083297 -18.347935 16.896334 -0.6358 1.5695 0.7588 -0.24
H -25.982476 -17.286803 20.938118 -0.1981 -0.1805 1.0905 0.07
H -17.298436 -5.861750 16.316131 0.0298 0.3074 0.2213 0.08
H -18.309011 -9.132603 19.902971 -0.0179 -0.3244 0.2512 0.08
H -19.897057 -9.249175 20.647704 -0.0012 -0.0178 -0.4600 0.07
H -16.830295 -8.447984 8.609128 0.3421 0.4640 -0.1438 0.10
C -15.548541 -20.230013 14.953286 0.0946 0.5517 1.2626 -0.26
C -17.482684 -9.023796 10.575573 -0.1064 1.0621 -0.1110 -0.21
C -25.484191 -16.825643 15.290007 1.8957 -0.7070 -0.9266 -0.23
N -21.224324 -15.426665 19.769434 1.3064 0.3119 -0.4407 0.19
H -20.248335 -14.929507 9.855584 0.0809 0.2746 0.2893 0.06
H -17.779047 -13.507969 18.186500 -0.0639 -0.0285 0.5904 0.08
N -28.543418 -9.328750 15.388800 1.9225 -0.7586 -0.6816 0.14
H -26.013105 -21.270825 15.331181 0.1295 0.2648 0.2587 0.11
H -18.441968 -12.085433 11.166951 0.2556 -0.0885 -0.5920 0.05
H -16.840385 -18.730919 11.734231 0.3535 -0.0522 -0.2558 0.11
H -18.854873 -8.713427 7.416752 -0.1075 -0.1779 -0.6049 0.06
H -19.145827 -19.221681 10.841705 0.1389 0.1284 0.2780 0.14
H -22.020826 -12.870007 13.444519 0.1529 0.0354 -0.0348 0.06
H -27.303872 -11.159164 17.912317 -0.7184 0.7203 -0.1530 0.06
C -20.714490 -10.614724 18.698343 0.1358 -0.6161 0.0460 -0.29
C -21.781852 -12.506919 24.679803 0.8791 -0.2559 -0.4306 -0.25
C -18.884669 -18.444336 11.577841 -1.1712 0.0820 -0.6179 -0.19
C -17.682161 -6.836874 16.078086 -0.2598 -1.5545 -0.1125 -0.09
H -26.283195 -18.144652 19.432468 0.3566 0.1521 0.1729 0.06
C -18.067777 -12.815982 15.121914 0.0054 0.1939 1.1312 -0.16
H -20.895856 -19.104166 16.195338 -0.0428 -1.6705 -0.6626 0.06
N -16.965425 -9.751718 13.607411 0.1343 -0.2376 -1.4907 0.21
H -23.926909 -11.942918 24.518457 0.2414 -0.1867 -0.2502 0.08
H -27.906662 -5.352334 13.223607 -0.2020 0.4979 -0.0961 0.11
H -23.568326 -18.980485 13.844981 0.7029 0.4017 -0.1215 0.03
H -21.633003 -6.234831 8.396062 -0.2193 -0.0048 0.1185 0.11
C -27.777001 -21.210154 16.497261 0.3127 -0.7675 -1.4933 -0.20
H -15.265329 -14.413773 19.691461 -0.6845 0.9959 -0.1859 0.10
C -21.847411 -13.306687 16.861539 -0.2485 0.0890 1.3668 -0.19
C -20.635847 -8.568460 14.750223 0.5344 0.9488 1.4413 -0.11
H -16.598738 -7.858560 17.610331 -0.2027 -0.4430 -0.5759 0.11
C -26.450378 -20.595816 16.079926 0.2168 -0.0920 0.3204 -0.25
C -17.340265 -9.380670 16.171701 1.4465 -0.0605 -0.9811 -0.18
H -22.826016 -14.077031 14.434677 0.6081 0.0823 0.0915 0.08
H -18.941938 -11.770523 12.760974 -0.2509 0.1340 0.5333 0.04
H -27.591559 -12.655700 18.779489 -0.5832 -0.4202 0.7038 0.06
N -23.405242 -9.870574 13.248618 0.1951 -0.1161 -0.3889 0.22
H -21.059103 -15.035103 12.199678 -0.2615 -0.4475 -0.7746 0.08
H -22.657600 -13.131511 7.658940 1.0566 0.0949 0.4118 0.05
H -21.980283 -17.837701 16.528648 0.1451 0.2137 -0.0949 0.11
H -18.928273 -11.538223 18.183776 -0.4104 0.1477 0.7247 0.07
H -22.363300 -14.419711 11.248277 -0.1307 -0.6118 0.1618 0.09
C -25.854648 -12.087332 20.961828 -0.0338 -0.8320 0.8028 -0.23
H -20.402079 -10.149176 12.601055 0.2390 -0.0986 -0.2726 0.10
C -26.414881 -10.512854 14.408989 -0.1988 -1.6302 -0.6188 -0.19
C -22.521881 -6.715368 10.267330 0.4347 -0.2329 1.1090 -0.12
C -22.276424 -11.829335 10.073169 -2.3429 0.3003 0.5487 -0.22
C -17.387634 -13.670732 14.154037 0.2333 0.0372 -1.5354 -0.15
C -28.343624 -16.558006 14.339404 0.9391 -0.0045 0.2767 -0.09
C -26.596848 -5.990720 11.720635 -0.7502 -0.6352 1.6177 -0.19
```
Positions in Å, forces in eV/Å.

The lowest unoccupied orbital energy is 0.1414 eV. As for the relative energy (zero: lowest compared OMol25 entry of this formula, charge and spin): 1.0476 eV. Its orbital gap is 11.136 eV. As for the charge: 0.